Formula: C6H9CaCl3N3O12
Source: the OMol25 dataset
Level of theory: ωB97M-V/def2-TZVPD

Geometry as XYZ:
```
34
Properties=species:S:1:pos:R:3
Ca 12.88 -18.41 7.18
Cl 14.69 -20.77 6.34
O 14.93 -20.47 7.73
O 14.74 -19.51 5.61
O 15.63 -21.72 5.84
O 13.35 -21.30 6.21
Cl 9.30 -19.29 5.99
O 9.16 -17.88 5.66
O 10.65 -19.50 6.47
O 8.36 -19.67 7.01
O 9.09 -20.12 4.85
Cl 14.97 -16.10 8.29
O 14.55 -17.22 9.10
O 14.59 -16.53 6.96
O 14.27 -14.93 8.74
O 16.40 -15.95 8.27
C 12.85 -15.05 3.68
C 12.49 -16.24 4.48
N 12.27 -17.15 5.13
H 13.90 -14.86 3.89
H 12.12 -14.27 3.84
H 12.77 -15.32 2.62
C 9.38 -15.03 7.93
C 10.46 -16.04 8.01
N 11.27 -16.84 8.10
H 9.83 -14.25 7.32
H 9.19 -14.62 8.92
H 8.52 -15.54 7.52
C 10.94 -20.53 11.25
C 11.65 -19.91 10.14
N 12.21 -19.40 9.29
H 10.24 -19.85 11.74
H 11.64 -20.80 12.04
H 10.44 -21.43 10.91
```

Its total energy is -91398.3759 eV. The calculation puts the HOMO-LUMO gap at 9.2 eV. Its total charge is -1. Its relative energy (zero: lowest compared OMol25 entry of this formula, charge and spin) is 1.43 kcal per mole.